[1]
Entry from OMol25: 3 unconnected molecules or ions with the total composition C22H29F16NO7 in a non-equilibrium geometry (wB97M-V/def2-TZVPD).

For the frontier orbital gap, the calculation gives 9.66 eV. The value obtained for the strongest force on any atom is 1.28 eV Å⁻¹. The charge is 0. As for the SMILES: FC(F)C(F)(F)COC(F)(F)C(F)F.FC(F)C(F)(F)COC(F)(F)C(F)F.C=CC(=O)OCCCCCCOC(=O)ONCC. For the HOMO energy, the calculation gives -9.166 eV.

```
75
Properties=species:S:1:pos:R:3:forces:R:3
C -4.57960 1.26198 5.37220 0.37 -0.32 -0.64
C -3.90770 0.72157 4.34211 0.01 0.19 0.78
C -3.25546 1.62224 3.33705 0.44 0.09 0.40
O -3.94248 2.35275 2.68337 0.02 0.20 -0.04
O -1.91189 1.65970 3.20810 -0.27 -0.50 -0.56
C -1.21249 0.40670 3.26755 0.85 -0.24 0.93
C -0.04278 0.41238 2.28105 -0.64 0.55 -0.58
C 0.56414 1.81725 2.06698 0.74 -0.26 0.23
C 2.10163 1.86278 2.27170 -0.39 0.53 -0.51
C 2.87201 2.26551 1.00046 0.34 -0.56 0.34
C 3.29607 3.71165 0.93335 0.49 -0.07 0.26
O 2.15657 4.56530 0.72254 0.01 0.20 -0.09
C 1.84692 4.78685 -0.56505 -0.53 -0.23 -0.13
O 0.84068 4.37252 -1.06159 0.03 -0.07 -0.03
O 2.71775 5.58858 -1.24604 0.10 -0.27 0.36
N 3.67985 4.82656 -2.01908 0.93 0.12 -0.20
C 3.68205 5.38193 -3.36621 -0.44 -0.25 -0.28
C 2.46273 4.99753 -4.21933 0.20 0.23 0.16
H -5.47550 0.78606 5.75236 0.62 -0.46 0.82
H -4.24508 2.19939 5.80271 -0.77 0.50 -0.56
H -3.82569 -0.35639 4.24681 -0.78 0.02 -0.70
H -1.86790 -0.44684 3.10734 -0.14 0.13 -0.23
H -0.81597 0.28512 4.28209 -0.05 0.14 0.04
H -0.40476 0.06109 1.31411 -0.05 -0.03 0.02
H 0.71036 -0.31695 2.57938 -0.05 0.03 0.27
H 0.12132 2.56376 2.71858 -0.23 -0.12 0.05
H 0.33197 2.13853 1.05205 -0.02 0.12 0.03
H 2.47019 0.89983 2.62249 -0.01 -0.02 0.06
H 2.32738 2.60817 3.03758 0.10 -0.16 0.14
H 2.30445 2.00254 0.10745 -0.03 0.00 0.01
H 3.78860 1.66744 0.96412 0.07 0.10 -0.16
H 4.06879 3.85468 0.17644 -0.20 0.22 -0.21
H 3.75352 4.01608 1.87522 -0.20 0.10 0.06
H 3.38395 3.85338 -2.06505 -0.42 0.07 0.04
H 3.77932 6.46155 -3.27866 0.04 0.01 0.14
H 4.59370 5.01060 -3.83633 0.09 0.04 0.08
H 2.67747 4.10634 -4.80740 -0.10 0.00 -0.06
H 1.59908 4.79273 -3.58750 -0.02 0.07 0.03
H 2.20304 5.82121 -4.88327 -0.04 -0.12 -0.16
C 2.91114 -1.85943 -1.64649 0.50 -0.06 0.29
C 1.83351 -2.86556 -2.08650 -0.27 0.33 0.20
C 1.77152 -3.24271 -3.56920 -0.01 -0.22 -0.10
F 1.47235 -2.17272 -4.33117 0.04 0.11 0.05
F 0.79709 -4.16278 -3.74307 0.02 0.02 0.04
F 0.62240 -2.44578 -1.66879 0.00 0.00 -0.07
F 2.11207 -4.02715 -1.42705 0.14 -0.06 -0.07
O 2.49987 -0.51801 -1.45049 -0.47 -0.04 -0.25
C 2.51519 0.40874 -2.45719 0.17 -0.31 0.22
C 1.11646 0.97919 -2.71785 -0.18 0.10 0.05
F 0.28366 0.00046 -3.11863 0.05 -0.04 -0.04
F 1.20321 1.89971 -3.70250 0.04 0.01 -0.01
F 3.08290 -0.06419 -3.57792 -0.07 0.02 -0.05
F 3.28017 1.44677 -2.02975 0.17 0.15 -0.13
H 3.20323 -2.19051 -0.65115 -0.07 0.00 0.02
H 3.80760 -1.92720 -2.26292 -0.14 0.01 -0.22
H 2.72081 -3.67222 -3.90115 0.02 0.03 0.01
H 0.71943 1.44618 -1.81290 0.04 0.04 0.00
C -4.69848 -4.09406 1.33824 -0.59 0.08 0.13
C -3.38942 -3.39805 1.74825 0.11 -0.46 0.05
C -2.68834 -2.52664 0.70482 0.14 0.22 -0.16
F -2.28524 -3.26315 -0.34428 -0.06 -0.10 -0.01
F -1.58266 -1.96987 1.26446 -0.16 -0.18 0.02
F -2.52292 -4.30451 2.24323 0.03 0.04 -0.04
F -3.71491 -2.55180 2.77265 -0.07 0.18 -0.03
O -4.62026 -5.46184 0.98570 0.57 0.06 -0.04
C -4.38230 -5.86930 -0.30262 -0.35 0.16 0.15
C -3.10447 -6.70991 -0.38859 0.12 -0.14 -0.01
F -2.03817 -5.97933 -0.01015 -0.02 0.05 -0.02
F -2.92180 -7.10086 -1.66835 -0.02 0.00 -0.01
F -4.35947 -4.84127 -1.16650 0.10 0.03 -0.01
F -5.40762 -6.67111 -0.66633 -0.02 -0.06 -0.06
H -5.30373 -4.09177 2.24355 0.05 -0.02 0.04
H -5.25342 -3.51150 0.60266 0.21 0.04 -0.14
H -3.34019 -1.72178 0.35367 -0.04 -0.03 0.04
H -3.18546 -7.58814 0.25462 -0.05 0.01 0.00
```
Positions in Å, forces in eV/Å.

=====

[2]
Entry from OMol25: a molecular structure, C22H29IrN2O2Sb in a non-equilibrium geometry (wB97M-V/def2-TZVPD).

For the frontier orbital gap (alpha / beta), the calculation gives 6.32 / 6.32 eV. The value obtained for the strongest force on any atom is 2.94 eV Å⁻¹. The charge is +1. For the HOMO energy (alpha / beta), the calculation gives -10.406 / -10.407 eV.

```
57
Properties=species:S:1:pos:R:3:forces:R:3
Ir -0.51383 -0.34613 1.04001 0.24 -2.79 -0.88
O -1.99450 0.50290 -0.05122 0.49 1.06 0.00
C -3.30131 0.47923 0.05175 0.01 -0.08 0.04
C -4.04400 1.48128 -0.59582 0.07 0.06 -0.19
C -5.41530 1.50630 -0.51631 0.05 -0.05 0.02
C -6.11930 0.52196 0.19563 -0.02 0.03 -0.03
C -5.41555 -0.47786 0.80642 -0.06 -0.07 0.01
C -4.00632 -0.51979 0.74669 0.01 0.09 0.23
C -3.32600 -1.56053 1.42886 -0.22 -0.07 0.00
N -2.04883 -1.72778 1.50294 0.23 0.91 0.21
C -1.55168 -2.82626 2.32721 -0.15 -0.28 0.13
C -0.17705 -3.17296 1.85182 0.15 -0.25 0.03
N 0.59809 -1.93635 1.82414 0.21 0.75 -0.69
C 1.87766 -2.00754 1.87698 0.11 -0.27 0.37
C 2.78140 -0.90641 1.89059 0.14 0.00 -0.28
C 4.16332 -1.15880 2.01674 -0.02 -0.08 0.02
C 5.06520 -0.13420 2.12417 0.02 0.01 -0.03
C 4.58958 1.18633 2.10813 -0.05 -0.04 0.06
C 3.25072 1.45699 1.96056 -0.04 0.16 0.18
C 2.31121 0.41626 1.83774 -0.03 -0.02 -0.03
O 1.05292 0.74178 1.69112 -0.43 0.89 -0.13
H -3.49437 2.23616 -1.14305 -0.05 0.04 0.02
H -5.96150 2.30117 -1.00768 0.01 0.01 0.01
H -7.19701 0.55806 0.26152 0.00 -0.01 -0.03
H -5.93921 -1.25659 1.34937 0.03 0.01 0.03
H -3.96311 -2.28033 1.94683 0.06 -0.12 -0.11
H -2.20479 -3.69912 2.27291 -0.07 0.05 -0.04
H -1.50309 -2.49638 3.36778 -0.03 0.01 0.01
H -0.21733 -3.60016 0.84677 -0.02 0.03 -0.02
H 0.27355 -3.90339 2.52590 0.10 0.03 -0.04
H 2.33123 -2.99752 1.95792 -0.07 -0.01 0.16
H 4.50232 -2.18851 2.04496 -0.01 0.00 0.01
H 6.12097 -0.34032 2.22582 0.00 0.02 0.01
H 5.28912 2.00636 2.21033 -0.01 0.01 -0.03
H 2.87474 2.47175 1.93723 0.04 0.01 0.02
C 3.62346 0.89590 -1.32053 0.00 -0.01 -0.13
C 2.56026 0.23809 -2.18988 0.05 -0.25 0.48
Sb 0.57677 0.19181 -1.35918 -0.80 0.37 0.53
C 0.02821 2.24240 -1.61508 0.10 -0.11 0.10
C 0.31505 3.08855 -0.37773 -0.05 0.05 -0.06
C -0.48100 -0.78419 -2.94206 0.10 -0.01 0.21
C -0.36040 -0.02064 -4.25871 -0.03 -0.06 0.05
H 4.56037 0.95794 -1.87671 0.01 0.01 0.01
H 3.81093 0.32857 -0.41087 0.01 0.00 -0.06
H 3.34150 1.91073 -1.03790 0.01 -0.01 0.03
H 2.82855 -0.78778 -2.44121 0.00 0.01 -0.06
H 2.40342 0.79450 -3.11521 -0.08 -0.05 -0.02
H -1.03531 2.24104 -1.84853 0.02 -0.02 -0.04
H 0.57872 2.60116 -2.48660 -0.03 0.01 -0.02
H -0.19952 2.69711 0.49864 0.01 0.00 0.00
H -0.02445 4.11262 -0.53974 0.02 0.00 -0.01
H 1.38091 3.12393 -0.14842 -0.01 -0.01 0.02
H -1.51631 -0.86854 -2.61297 0.01 0.00 0.02
H -0.06689 -1.78975 -3.02280 -0.06 -0.03 -0.02
H -0.74483 0.99585 -4.17161 0.01 0.00 -0.02
H -0.93933 -0.52761 -5.03162 0.01 0.02 -0.01
H 0.67189 0.02868 -4.60602 -0.01 0.02 -0.01
```
Positions in Å, forces in eV/Å.

=====

[3]
Entry from OMol25: a molecular structure, C22H29MnN3 in a non-equilibrium geometry (wB97M-V/def2-TZVPD).

For the frontier orbital gap (alpha / beta), the calculation gives 5.29 / 6.52 eV. The value obtained for the strongest force on any atom is 4.54 eV Å⁻¹. The charge is 0. As for the spin multiplicity: 6. As for the expectation value of S²: 8.8407. For the HOMO energy (alpha / beta), the calculation gives -6.072 / -7.505 eV.

```
55
Properties=species:S:1:pos:R:3:forces:R:3
C -1.59306 0.50564 3.78115 1.64 0.80 -0.17
C -1.90896 -0.85729 3.29289 0.17 -1.21 -1.18
H -0.62616 0.49988 4.29354 -0.40 0.06 0.78
H -2.33815 1.14363 4.22574 -0.22 -0.06 0.41
H -1.23206 0.92057 2.85260 -0.42 1.38 -0.22
H -1.23632 -0.84356 2.42066 0.00 -1.37 0.23
H -1.71266 -1.73909 3.94236 -0.36 0.71 -0.36
H -2.87201 -0.88982 2.78788 -0.37 -0.30 0.43
C 0.93832 2.92524 -1.83870 0.37 -0.92 -1.35
C 1.30061 3.73081 -2.89856 -0.09 -0.22 -0.36
C 1.58407 3.16311 -4.14861 -0.11 -0.52 0.46
C 1.39545 1.78215 -4.28162 0.23 -0.47 -1.54
H 0.60772 3.27323 -0.86287 0.35 0.03 -0.14
H 1.37574 4.77982 -2.77001 0.00 0.84 0.15
H 1.94815 3.80020 -4.97942 -0.45 -0.68 0.57
H 1.52880 1.31910 -5.26015 0.01 0.20 0.11
N 0.99641 1.58891 -2.00297 -0.37 0.23 -1.18
C 1.09434 0.93830 -3.21508 0.37 2.29 1.26
C 0.97938 -0.53082 -3.12533 0.32 -2.34 1.12
N 0.89219 -0.99539 -1.82423 -0.45 -2.10 -2.26
C 0.75087 -2.31419 -1.48603 0.41 0.94 -1.49
C 0.99138 -2.88283 -3.80228 0.15 0.27 -0.46
C 0.86587 -3.27885 -2.47220 -0.08 -0.34 0.52
H 0.56679 -2.57860 -0.44017 0.30 0.42 -0.32
H 0.88163 -4.33533 -2.17171 -0.17 0.51 -0.33
C 1.02119 -1.52137 -4.13292 -0.09 0.59 -0.21
H 1.07323 -1.19528 -5.17507 0.03 -0.27 0.28
H 1.07489 -3.66240 -4.58213 -0.08 0.72 0.43
Mn 0.98048 0.36050 -0.50322 -2.27 0.86 3.84
C -1.33532 0.53415 -0.58170 0.44 -0.02 0.68
H -1.66381 -0.51979 -0.81895 0.05 1.21 0.16
H -1.53738 1.26935 -1.42383 -0.12 -0.96 1.12
H -1.73952 0.86179 0.43209 0.19 -0.30 -1.48
C 3.48867 2.82108 1.28057 -0.36 -0.03 -0.10
N 4.44240 2.03591 0.54873 0.47 0.87 -0.23
C 5.71292 1.91601 1.23450 -0.11 -0.12 -0.22
C 3.99661 0.97616 -0.32015 0.26 -1.10 -0.06
C 3.60600 -0.19961 0.51788 0.88 -1.64 0.21
C 4.62764 -1.02708 1.02321 0.57 0.51 0.79
C 4.42205 -1.80111 2.17871 -0.68 0.34 -0.25
C 3.14885 -1.80894 2.76337 -0.44 -0.34 -0.74
C 2.08885 -1.15047 2.05566 0.16 -1.51 0.96
C 2.27209 -0.41822 0.87604 0.15 0.59 1.41
H 4.05004 3.69342 1.66102 -0.56 -0.24 0.05
H 2.94361 2.30559 2.10383 0.46 0.12 -0.17
H 2.71570 3.16085 0.58278 -0.01 0.17 0.07
H 5.71160 1.28469 2.15874 -0.16 0.52 -0.37
H 6.41758 1.43628 0.54931 0.16 0.20 0.07
H 6.03127 2.96004 1.44888 0.14 -0.79 0.13
H 3.05117 1.26131 -0.86486 1.46 0.34 0.00
H 4.86636 0.63464 -0.96108 -1.00 0.82 0.14
H 5.66912 -0.94204 0.64446 -0.80 -0.03 0.10
H 5.23911 -2.35333 2.63121 -0.04 -0.01 -0.12
H 2.96062 -2.47806 3.64772 0.05 1.04 -0.88
H 1.08025 -1.34539 2.46243 0.42 0.31 -0.32
```
Positions in Å, forces in eV/Å.